Record 1
Density functional theory data (ωB97M-V with the def2-TZVPD basis set) for a structure of composition C26H52Cl2N3O5PmSi2 in a non-equilibrium geometry.

The geometry in XYZ format:
```
91
Properties=species:S:1:pos:R:3
C -2.17 -0.30 -5.60
C -1.35 -1.24 -4.73
H -1.52 0.47 -6.03
H -3.00 0.15 -5.02
H -2.63 -0.82 -6.46
C -0.75 -2.37 -5.32
C -0.32 -2.42 -6.73
H -0.96 -3.33 -4.86
H 0.21 -1.50 -7.01
H -1.09 -2.60 -7.50
H 0.39 -3.25 -6.80
Pm 0.01 0.83 1.20
Cl -2.44 2.11 1.56
C -0.26 -2.38 1.41
O 0.44 -1.53 0.77
N 0.25 -3.43 2.04
C 1.69 -3.69 2.08
C -0.66 -4.39 2.67
H -1.36 -2.27 1.49
H 2.24 -2.83 1.68
H 1.92 -4.60 1.51
H 1.99 -3.87 3.13
H -1.66 -4.27 2.24
H -0.71 -4.23 3.75
H -0.30 -5.41 2.48
H 2.12 4.01 4.50
H -0.95 5.13 4.48
C 1.99 4.82 3.77
C -0.33 5.68 3.75
N 0.67 4.79 3.15
H 2.79 4.75 3.01
C 0.25 3.86 2.33
O 0.92 2.83 1.95
H -0.99 6.06 2.97
H -0.79 3.99 1.98
H 2.06 5.79 4.28
H 0.21 6.49 4.24
H 1.32 0.59 -3.38
H 2.42 -2.54 -3.43
C 2.37 0.36 -3.19
C 3.11 -1.98 -2.78
N 2.49 -0.76 -2.26
H 2.87 1.24 -2.79
C 2.45 -0.54 -0.93
O 2.12 0.54 -0.38
H 3.40 -2.63 -1.95
H 2.70 -1.43 -0.34
H 2.84 0.05 -4.13
H 3.99 -1.71 -3.38
O -0.67 -0.45 -3.61
C -1.70 -1.33 -3.20
C -0.09 -3.00 -2.14
C -1.40 -2.57 -2.39
H 0.71 -2.32 -2.46
C 0.24 -4.19 -1.46
H -2.58 -0.78 -2.89
C -2.40 -3.37 -1.75
H 1.29 -4.51 -1.39
C -0.77 -4.99 -0.92
C -2.10 -4.54 -1.01
H -3.43 -3.03 -1.76
H -0.56 -5.97 -0.45
H -2.89 -5.11 -0.49
Si -0.37 3.05 -2.07
Cl -0.82 0.92 -1.19
C 1.25 3.71 -1.41
C -1.63 4.08 -1.10
C -0.54 3.16 -3.89
H 1.71 3.15 -0.59
H 1.05 4.74 -1.04
H 2.00 3.82 -2.22
H 0.38 2.85 -4.39
H -0.71 4.22 -4.14
H -1.40 2.58 -4.26
H -2.38 3.47 -0.57
H -2.13 4.78 -1.78
H -1.10 4.69 -0.35
C -1.68 1.60 5.00
Si -0.72 0.04 4.63
C 1.09 0.36 5.14
C -1.48 -1.42 5.57
O -0.66 -0.26 3.05
H -2.47 1.39 5.73
H -2.17 1.99 4.09
H -1.03 2.39 5.40
H 1.23 0.43 6.23
H 1.72 -0.45 4.74
H 1.41 1.32 4.70
H -2.23 -1.96 4.96
H -0.72 -2.15 5.88
H -1.99 -1.07 6.48
```

Calculated values
multiplicity = 5
gap between HOMO and LUMO (alpha / beta) = 3.65 / 3.66 eV
HOMO energy (alpha / beta) = -3.660 / -3.660 eV
ΔE to the lowest compared entry with this formula, charge and spin = 151.6 kcal per mole
calculated total energy = -3670.22887 a.u.

---

Record 2
Density functional theory data (ωB97M-V with the def2-TZVPD basis set) for a cluster of 8 separate species, C26H52O10 in total in a non-equilibrium geometry.

The geometry in XYZ format:
```
88
Properties=species:S:1:pos:R:3
O -1.52 -0.42 -1.98
C -0.92 -0.95 -2.98
O -0.98 -2.15 -3.42
C -1.98 -3.07 -2.89
C -1.62 -4.46 -3.56
C 0.09 -0.09 -3.72
H -2.89 -2.73 -3.24
H -1.78 -3.20 -1.67
H -0.45 -4.73 -3.33
H -1.66 -4.39 -4.66
H -2.48 -5.03 -3.23
H 0.19 -0.14 -4.69
H 1.07 -0.29 -3.46
H -0.21 0.92 -3.62
O -1.28 3.61 -1.40
C -0.71 4.60 -2.06
O -0.33 5.78 -1.52
C -0.45 5.91 -0.10
C 0.22 7.29 0.16
C -0.40 4.43 -3.54
H 0.18 5.27 0.45
H -1.52 5.97 0.22
H 1.35 7.29 0.30
H 0.05 7.66 1.23
H 0.13 8.01 -0.66
H -1.25 4.86 -4.19
H -0.06 3.38 -3.96
H 0.56 5.04 -3.65
C 3.90 -3.95 -1.56
C 2.90 -2.87 -1.76
O 2.94 -2.02 -2.70
C 1.71 -2.92 -0.81
H 3.35 -4.77 -1.82
H 4.42 -4.11 -0.56
H 4.62 -3.85 -2.25
H 1.59 -3.93 -0.43
H 0.78 -2.62 -1.36
H 1.56 -2.37 0.13
C 2.13 -3.42 4.63
C 2.57 -3.33 3.21
O 1.99 -4.17 2.37
C 3.55 -2.20 2.71
H 2.20 -2.42 4.89
H 3.00 -4.02 5.17
H 1.03 -3.89 4.64
H 4.16 -1.88 3.70
H 3.04 -1.37 2.38
H 4.04 -2.72 1.78
C -0.24 1.71 1.08
C 0.44 0.42 1.47
O 1.89 0.43 1.42
C -0.37 -0.89 1.45
H 0.61 2.32 0.85
H -0.64 1.98 1.97
H -0.88 1.47 0.21
H 0.15 -1.54 2.25
H -0.54 -1.38 0.50
H -1.39 -0.58 1.92
C -3.74 -3.85 1.00
C -2.59 -4.73 1.52
O -2.92 -6.02 1.89
C -1.12 -4.24 1.46
H -4.43 -3.36 1.82
H -4.30 -4.38 0.32
H -3.34 -2.81 0.67
H -0.42 -4.98 1.31
H -1.18 -3.58 2.35
H -1.11 -3.53 0.67
C -3.88 2.11 5.16
C -4.10 1.77 3.62
O -3.37 0.98 3.00
C -5.33 2.49 2.91
H -4.67 1.68 5.78
H -4.05 3.30 5.20
H -3.00 1.63 5.52
H -5.44 1.82 2.06
H -4.95 3.48 2.53
H -6.27 2.70 3.38
C 2.63 3.17 -1.23
C 3.01 2.69 -2.65
O 2.19 2.27 -3.49
C 4.51 2.93 -3.12
H 1.48 3.48 -1.18
H 3.09 4.14 -0.85
H 2.70 2.28 -0.45
H 5.23 2.57 -2.45
H 4.77 4.09 -3.03
H 4.77 2.38 -4.02
```

Calculated values
multiplicity = 1
gap between HOMO and LUMO = 9.79 eV
HOMO energy = -9.331 eV
ΔE to the lowest compared entry with this formula, charge and spin = 230.4 kcal per mole
calculated total energy = -1773.87595 a.u.

---

Record 3
Density functional theory data (ωB97M-V with the def2-TZVPD basis set) for a structure of composition C26H53AlBrClFKNO16P2S in a non-equilibrium geometry.

The geometry in XYZ format:
```
104
Properties=species:S:1:pos:R:3
C 8.22 -0.11 0.07
C 7.31 -0.54 -1.27
C 5.87 0.28 -1.33
C 5.65 1.10 -2.76
C 5.49 2.69 -2.36
C 4.70 3.59 -3.53
C 4.47 5.08 -2.82
C 2.95 5.62 -3.14
C 1.85 5.37 -1.94
N 1.93 4.01 -1.27
C 0.54 3.36 -1.40
O 0.54 2.07 -0.64
C -0.80 1.50 -0.96
O -0.74 0.08 -1.32
C 0.10 -0.16 -2.51
C 0.19 -1.83 -2.67
O 0.81 -2.34 -1.43
P 2.31 4.32 0.47
O 3.86 4.16 0.78
H 8.92 -1.00 0.41
H 7.52 0.17 0.99
H 8.90 0.84 -0.17
H 7.06 -1.69 -1.13
H 7.98 -0.35 -2.24
H 4.99 -0.47 -1.12
H 5.95 1.10 -0.47
H 6.60 0.93 -3.45
H 4.68 0.67 -3.24
H 4.98 2.87 -1.31
H 6.59 3.14 -2.32
H 3.65 3.07 -3.72
H 5.35 3.65 -4.51
H 4.72 5.02 -1.65
H 5.21 5.82 -3.39
H 2.53 5.24 -4.19
H 3.04 6.80 -3.26
H 1.87 6.28 -1.18
H 0.78 5.43 -2.46
H 2.59 3.33 -1.72
H 0.44 3.09 -2.56
H -0.32 4.08 -1.03
H -1.34 2.08 -1.84
H -1.51 1.58 -0.01
H -0.36 0.27 -3.51
H 1.21 0.22 -2.40
H 0.89 -2.14 -3.55
H -0.92 -2.19 -2.82
H 1.71 -1.90 -1.26
H 1.61 3.38 1.36
H 1.88 5.64 0.92
C -3.94 -0.25 1.01
C -4.47 -1.33 1.58
C -5.87 -1.35 2.03
O -6.36 -2.35 2.56
C -6.67 -0.13 1.81
C -6.15 0.95 1.23
C -4.74 0.97 0.79
O -4.25 1.96 0.26
H -2.91 -0.22 0.68
H -3.89 -2.24 1.75
H -7.70 -0.17 2.14
H -6.72 1.85 1.07
O 2.49 -8.56 -1.67
S 1.82 -7.65 -2.57
O 2.49 -6.52 -3.16
O 0.43 -7.15 -1.88
C 0.49 -6.56 -0.59
C 0.96 -5.12 -0.65
C 1.08 -8.61 -3.87
H 1.12 -7.16 0.08
H -0.52 -6.59 -0.18
H 2.01 -5.06 -0.96
H 0.87 -4.64 0.33
H 0.37 -4.56 -1.38
H 0.52 -9.43 -3.43
H 1.88 -9.00 -4.51
H 0.42 -7.96 -4.46
Cl -4.90 3.75 1.02
Al -4.60 -1.52 -0.67
C -5.45 -1.15 8.98
O -6.20 -2.34 8.77
P -7.30 -2.30 7.44
O -8.04 -1.10 8.06
O -8.01 -3.69 7.98
C -8.11 -3.95 9.37
O -8.41 -2.26 6.11
C -8.17 -3.26 5.13
H -4.61 -1.39 9.64
H -5.06 -0.77 8.03
H -6.07 -0.39 9.47
H -8.24 -3.04 9.95
H -7.20 -4.48 9.70
H -8.97 -4.60 9.55
H -8.29 -4.25 5.56
H -7.16 -3.15 4.73
H -8.89 -3.13 4.32
F 7.93 1.34 -4.42
Br -6.17 5.47 -0.65
C 1.93 7.31 -6.26
O 0.81 7.63 -5.79
O 2.59 8.38 -6.67
O 2.47 6.19 -6.39
H 1.86 8.97 -6.40
K 7.03 1.39 2.28
```

Calculated values
multiplicity = 1
net charge = +1
gap between HOMO and LUMO = 1.12 eV
HOMO energy = -8.748 eV
calculated total energy = -7337.32815 a.u.

---

Record 4
Density functional theory data (ωB97M-V with the def2-TZVPD basis set) for a structure of composition C26H53BF4InN3O11 in a non-equilibrium geometry.

The geometry in XYZ format:
```
99
Properties=species:S:1:pos:R:3
In -0.26 -0.16 2.58
B -2.04 -1.80 0.00
F -2.57 -2.95 0.68
F -0.69 -2.15 -0.36
F -2.72 -1.39 -1.10
F -1.99 -0.69 0.98
C -2.42 1.99 5.49
C -1.93 3.09 6.28
C -0.40 3.34 6.51
O 0.04 4.21 7.25
C 0.54 2.48 5.77
C 0.02 1.60 4.90
C -1.47 1.39 4.71
O -1.85 0.59 3.68
O 0.79 0.76 4.17
O -2.70 3.92 6.78
H -3.47 1.77 5.44
H 1.58 2.45 6.07
C 4.59 -0.18 -0.98
O 3.91 -0.90 -0.04
C 3.43 -0.05 0.92
C 2.77 -0.73 2.16
N 1.54 -1.45 1.84
C 1.42 -2.81 2.42
C 0.04 -3.29 2.71
O -0.56 -2.30 3.55
C -1.78 -2.57 4.21
H 4.09 0.77 -1.23
H 4.55 -0.86 -1.81
H 5.63 -0.02 -0.62
H 2.70 0.66 0.48
H 4.24 0.63 1.28
H 2.70 -0.07 3.00
H 3.46 -1.51 2.50
H 1.45 -1.53 0.85
H 1.84 -2.86 3.42
H 1.82 -3.60 1.74
H 0.08 -4.35 3.23
H -0.66 -3.43 1.87
H -1.95 -3.59 4.43
H -2.61 -2.36 3.50
H -1.85 -1.89 5.08
C -1.97 -0.89 -6.68
O -1.48 0.13 -5.80
C -2.16 0.05 -4.56
C -1.60 1.06 -3.58
N -0.25 0.80 -3.28
C 0.83 0.93 -4.30
C 2.07 0.05 -3.92
O 1.81 -1.22 -3.51
C 1.31 -2.06 -4.53
H -3.06 -0.93 -6.81
H -1.63 -1.89 -6.47
H -1.61 -0.68 -7.73
H -1.95 -0.97 -4.13
H -3.26 0.19 -4.79
H -2.26 1.02 -2.72
H -1.60 2.06 -3.95
H -0.10 -0.07 -2.71
H 1.25 1.95 -4.16
H 0.52 0.78 -5.32
H 2.62 0.58 -3.01
H 2.82 0.09 -4.73
H 1.91 -1.91 -5.50
H 0.29 -1.85 -4.83
H 1.42 -3.11 -4.27
C 1.85 3.10 -1.84
O 1.97 2.89 -0.46
C 1.10 3.62 0.35
C 0.67 2.82 1.62
N -0.31 1.74 1.35
C -1.75 2.20 1.54
C -2.16 3.36 0.70
O -1.71 3.05 -0.62
C -2.32 3.89 -1.65
H 2.10 4.08 -2.22
H 0.91 2.74 -2.22
H 2.65 2.54 -2.25
H 0.25 3.95 -0.21
H 1.61 4.53 0.72
H 0.27 3.55 2.31
H 1.45 2.42 2.22
H -0.21 1.45 0.33
H -1.94 2.42 2.64
H -2.36 1.41 1.29
H -1.83 4.31 1.10
H -3.29 3.37 0.75
H -1.91 4.92 -1.39
H -3.40 3.94 -1.52
H -1.91 3.57 -2.62
C 0.67 -5.71 -0.35
C -0.85 -5.71 -0.57
O -1.34 -5.19 0.69
H 0.96 -4.66 -0.47
H 1.25 -6.23 -1.12
H 0.90 -6.17 0.61
H -1.29 -6.68 -0.74
H -1.13 -5.05 -1.45
H -2.12 -4.72 0.54
```

Calculated values
multiplicity = 1
gap between HOMO and LUMO = 8.05 eV
HOMO energy = -8.143 eV
calculated total energy = -2628.87956 a.u.